Formula: C6H14INOS
Source: OMol25
Level of theory: ωB97M-V with the def2-TZVPD basis set

energy above the lowest of the compared OMol25 structures with the same formula, charge and spin	24.0	kcal/mol
HOMO level (alpha / beta)	-8.5 / -8.5	eV
frontier orbital gap (alpha / beta)	6.018 / 6.039	eV
E	-1062.7044	Eh

Structure (ORCA input):
```
! RIJCOSX wB97M-V def2-TZVPD def2/J DEFGRID3
* xyz 0 1
C -3.162 0.532 -0.747
C 0.793 -1.935 -0.640
C 2.828 -0.942 0.242
C -1.283 0.986 1.584
C 0.778 0.462 0.108
C 1.284 -1.005 0.348
N -0.618 0.530 0.357
O -0.748 0.383 -1.974
S -1.519 0.955 -0.913
I -0.890 4.173 -0.974
H -3.813 0.424 -1.712
H -3.691 1.197 -0.190
H 0.974 -1.585 -1.727
H 1.301 -2.974 -0.616
H -0.321 -2.238 -0.626
H 3.216 -1.921 0.692
H 3.253 -0.126 0.740
H 2.927 -0.822 -0.858
H -1.244 2.055 1.775
H -2.314 0.749 1.519
H -1.015 0.507 2.434
H 1.269 1.169 0.742
H 0.995 0.769 -0.933
H 1.001 -1.344 1.370
*
```

Formula: C51H30ClI4N4Ru
Source: OMol25
Level of theory: ωB97M-V with the def2-TZVPD basis set

⟨S²⟩	6.1475
HOMO level (alpha / beta)	-8.7 / -10.4	eV
frontier orbital gap (alpha / beta)	4.804 / 4.884	eV
E	-3926.1225	Eh

Structure (ORCA input):
```
! RIJCOSX wB97M-V def2-TZVPD def2/J DEFGRID3
* xyz 1 5
Ru -0.272 -1.064 -0.120
I -6.019 -6.271 5.424
C -4.808 -4.904 4.421
C -5.377 -3.887 3.666
C -4.573 -2.973 3.017
C -3.160 -3.014 3.109
C -2.627 -4.141 3.787
C -3.426 -5.045 4.454
C -2.301 -2.035 2.476
C -2.832 -1.127 1.446
C -4.014 -0.389 1.481
C -4.266 0.035 0.184
C -3.194 -0.404 -0.607
C -3.063 -0.224 -1.983
C -4.274 0.187 -2.739
C -4.383 1.452 -3.307
C -5.531 1.822 -3.992
C -6.568 0.910 -4.129
I -8.314 1.479 -5.129
C -6.464 -0.366 -3.593
C -5.324 -0.717 -2.886
C -1.870 -0.424 -2.670
N -0.651 -0.706 -2.089
C 0.282 -0.691 -3.112
C 1.646 -0.824 -2.968
C 2.491 -0.774 -4.196
C 3.360 0.285 -4.434
C 4.149 0.305 -5.576
C 4.078 -0.748 -6.475
I 5.234 -0.700 -8.218
C 3.235 -1.824 -6.241
C 2.438 -1.829 -5.105
C 2.308 -1.079 -1.726
C 3.695 -1.230 -1.580
C 3.927 -1.589 -0.264
C 2.684 -1.668 0.369
N 1.682 -1.330 -0.527
C 2.499 -2.058 1.723
C 1.288 -2.019 2.384
C 1.076 -2.406 3.734
C -0.267 -2.386 3.953
C -0.894 -2.023 2.727
N 0.052 -1.723 1.798
C 3.670 -2.661 2.413
C 4.213 -2.131 3.579
C 5.281 -2.753 4.209
C 5.800 -3.925 3.681
I 7.394 -4.884 4.636
C 5.272 -4.470 2.519
C 4.221 -3.830 1.883
C -0.385 -0.430 -4.354
C -1.705 -0.274 -4.081
N -2.268 -1.058 0.200
H -6.453 -3.813 3.575
H -5.053 -2.220 2.417
H -1.569 -4.344 3.746
H -2.974 -5.878 4.974
H -4.595 -0.159 2.360
H -5.114 0.601 -0.171
H -3.571 2.164 -3.200
H -5.620 2.817 -4.407
H -7.265 -1.083 -3.720
H -5.242 -1.705 -2.447
H 3.411 1.105 -3.727
H 4.817 1.137 -5.757
H 3.202 -2.655 -6.932
H 1.777 -2.665 -4.911
H 4.428 -1.085 -2.356
H 4.883 -1.769 0.203
H 1.848 -2.671 4.437
H -0.779 -2.549 4.887
H 3.823 -1.205 3.986
H 5.704 -2.324 5.107
H 5.673 -5.388 2.112
H 3.804 -4.253 0.977
H 0.104 -0.351 -5.311
H -2.504 -0.065 -4.775
Cl -0.598 1.297 3.232
C -1.376 2.085 1.897
C -2.402 2.974 2.169
C -3.049 3.619 1.128
C -2.677 3.362 -0.185
C -1.639 2.486 -0.443
C -0.952 1.836 0.588
C 0.203 0.976 0.256
H -2.691 3.156 3.196
H -3.836 4.330 1.345
H -3.191 3.851 -1.003
H -1.328 2.300 -1.466
H 0.655 1.265 -0.687
H 0.938 0.905 1.050
*
```

Formula: C5H7P
Source: OMol25
Level of theory: ωB97M-V with the def2-TZVPD basis set

energy above the lowest of the compared OMol25 structures with the same formula, charge and spin	75.8	kcal/mol
HOMO level (alpha / beta)	-7.9 / -7.1	eV
frontier orbital gap (alpha / beta)	8.058 / 6.618	eV
E	-535.8938	Eh

Structure (ORCA input):
```
! RIJCOSX wB97M-V def2-TZVPD def2/J DEFGRID3
* xyz 0 1
C 0.599 -0.785 0.142
C -0.585 -1.405 0.044
C 0.616 0.536 0.225
C -1.854 -0.683 0.045
C 1.568 1.629 -0.033
P -1.768 1.115 0.097
H 1.462 -1.505 0.096
H -0.603 -2.444 -0.115
H -2.290 -1.128 -0.920
H -2.668 -0.963 0.731
H 1.019 2.528 0.163
H 1.941 1.476 -1.063
H 2.563 1.630 0.589
*
```

Formula: H20O10Xe
Source: OMol25
Level of theory: ωB97M-V with the def2-TZVPD basis set

energy above the lowest of the compared OMol25 structures with the same formula, charge and spin	3.7	kcal/mol
HOMO level	-10.3	eV
frontier orbital gap	9.895	eV
E	-1093.7629	Eh

Structure (ORCA input):
```
! RIJCOSX wB97M-V def2-TZVPD def2/J DEFGRID3
* xyz 0 1
Xe 0.475 -1.027 0.792
O 0.829 -1.376 -3.185
H 1.072 -0.464 -3.031
H -0.013 -1.479 -2.742
O 2.873 -2.689 -1.661
H 2.140 -2.266 -2.109
H 2.656 -3.622 -1.674
O -1.455 -2.105 -1.969
H -1.896 -1.539 -1.334
H -2.122 -2.287 -2.631
O 3.938 0.261 -0.820
H 3.475 -0.572 -0.914
H 3.867 0.471 0.111
O -1.022 2.521 -1.723
H -0.313 3.159 -1.798
H -1.023 2.271 -0.799
O -3.648 -2.018 2.192
H -2.941 -2.576 1.868
H -4.300 -2.027 1.492
O -1.916 1.989 1.118
H -2.098 2.916 0.966
H -1.098 1.983 1.616
O -2.967 -0.627 -0.065
H -3.094 -0.812 0.866
H -2.749 0.305 -0.096
O 3.370 1.398 1.871
H 3.674 2.296 1.739
H 2.442 1.488 2.088
O 0.688 1.998 2.922
H 0.693 2.916 3.194
H 0.464 1.513 3.717
*
```

Formula: C20H21N3O2S
Source: OMol25
Level of theory: ωB97M-V with the def2-TZVPD basis set

structure (SMILES)	COCC/N=C1\Sc2nc3ccc(C)cc3cc2CN1Cc1ccco1
energy above the lowest of the compared OMol25 structures with the same formula, charge and spin	71.6	kcal/mol
HOMO level	-8.3	eV
frontier orbital gap	8.612	eV
E	-1487.6343	Eh

Structure (ORCA input):
```
! RIJCOSX wB97M-V def2-TZVPD def2/J DEFGRID3
* xyz 0 1
C 6.200 -3.443 0.926
O 5.455 -2.306 1.271
C 4.080 -2.574 1.399
C 3.356 -1.266 1.730
N 1.970 -1.502 1.992
C 1.101 -1.606 1.093
N -0.204 -1.848 1.385
C -1.154 -2.017 0.300
C -1.154 -0.807 -0.581
C -2.231 -0.016 -0.866
C -2.056 1.126 -1.677
C -3.106 2.001 -2.008
C -2.889 3.103 -2.795
C -1.588 3.354 -3.278
C -0.543 2.527 -2.979
C -0.748 1.393 -2.168
N 0.303 0.607 -1.870
C 0.103 -0.427 -1.109
S 1.491 -1.439 -0.697
H 0.454 2.715 -3.344
H -1.427 4.225 -3.898
C -3.996 4.045 -3.154
H -4.939 3.725 -2.718
H -3.769 5.049 -2.796
H -4.111 4.097 -4.236
H -4.095 1.787 -1.626
H -3.213 -0.257 -0.481
H -0.847 -2.894 -0.285
H -2.140 -2.203 0.728
C -0.730 -1.270 2.614
C -1.316 0.079 2.348
C -2.589 0.560 2.445
C -2.549 1.889 1.956
C -1.259 2.112 1.591
O -0.507 1.027 1.826
H -0.770 2.964 1.162
H -3.368 2.575 1.884
H -3.444 0.038 2.825
H 0.111 -1.205 3.307
H -1.498 -1.931 3.022
H 3.505 -0.569 0.896
H 3.792 -0.840 2.636
H 3.902 -3.308 2.202
H 3.677 -2.989 0.461
H 6.111 -4.227 1.690
H 7.239 -3.125 0.853
H 5.875 -3.856 -0.037
*
```

Formula: C4H5FOS2
Source: OMol25
Level of theory: ωB97M-V with the def2-TZVPD basis set

structure (SMILES)	CSC(=S)[C@@H](F)C=O
energy above the lowest of the compared OMol25 structures with the same formula, charge and spin	16.6	kcal/mol
HOMO level	-9.1	eV
frontier orbital gap	8.392	eV
E	-1126.8421	Eh

Structure (ORCA input):
```
! RIJCOSX wB97M-V def2-TZVPD def2/J DEFGRID3
* xyz 0 1
C -0.044 1.837 -0.209
C 1.391 -0.479 -0.005
C 0.019 -0.965 0.586
C -1.112 -1.233 -0.460
H -0.204 2.660 -0.899
H -0.794 1.147 -0.467
H -0.093 2.152 0.888
H 0.286 -1.888 1.126
H -2.075 -0.818 -0.097
O -1.014 -1.915 -1.466
F -0.577 -0.145 1.559
S 1.539 1.132 -0.628
S 2.678 -1.483 0.071
*
```